C38H37Br2N9OPbS as an isolated structure, computed with ωB97M-V with the def2-TZVPD basis set.

The geometry in XYZ format:
```
89
Properties=species:S:1:pos:R:3
Pb -0.1703 0.1040 0.3520
N -3.8969 0.6765 3.7956
C -3.0810 0.3242 2.7298
S -1.4006 0.3351 3.0354
N -3.7973 0.0687 1.6420
N -3.0673 -0.2712 0.5541
C -3.7321 -0.4116 -0.5286
C -3.0288 -0.7339 -1.7783
C -3.6871 -0.6627 -3.0082
C -2.9652 -0.8995 -4.1648
C -1.6135 -1.2007 -4.0691
C -1.0462 -1.2582 -2.8017
N -1.7333 -1.0349 -1.6920
H -3.4777 0.5271 4.6982
H -4.8509 0.3676 3.6875
H -4.8130 -0.2521 -0.5455
H -4.7395 -0.4072 -3.0432
H -3.4489 -0.8395 -5.1330
H -1.0122 -1.3917 -4.9482
H 0.0048 -1.4931 -2.6577
O 1.7515 1.5894 1.0954
C 1.9381 2.0741 2.2570
C 2.8942 1.5404 3.1749
C 3.0378 2.0299 4.4533
C 2.2346 3.0765 4.9247
C 1.2878 3.6058 4.0618
C 1.1289 3.1475 2.7560
C 0.0507 3.7106 1.9260
N 0.0739 4.0996 0.6657
C -1.2068 4.5093 0.3805
C -2.0184 4.3624 1.4658
N -1.1987 3.8743 2.4511
H 3.4778 0.6958 2.8272
H 3.7725 1.5785 5.1134
H 2.3461 3.4622 5.9304
H 0.6644 4.4291 4.4040
H -1.4727 4.8722 -0.6003
H -3.0706 4.5257 1.6192
H -1.4938 3.4682 3.3233
Br 4.5460 1.7744 -5.4558
C 3.1925 1.4985 -4.1520
C 3.4322 0.6737 -3.0761
C 2.3898 0.4992 -2.1697
N 1.2105 1.0887 -2.3124
C 1.0110 1.9084 -3.3331
C 1.9758 2.1440 -4.3029
C -0.3282 2.6118 -3.3473
C -0.5693 3.6966 -4.1853
C -1.8025 4.3116 -4.0910
Br -2.1880 5.7949 -5.2111
C -2.7449 3.8731 -3.1845
C -2.3974 2.7803 -2.4004
N -1.2290 2.1585 -2.4870
H 4.3776 0.1712 -2.9335
H 2.4979 -0.1405 -1.3000
H 1.8038 2.7906 -5.1507
H 0.1772 4.0740 -4.8678
H -3.7074 4.3535 -3.0859
H -3.0869 2.3931 -1.6582
C -2.0453 -3.5413 2.9638
C -1.2411 -3.1947 1.7133
C -1.9323 -3.7444 0.4624
C 0.2051 -3.6332 1.7380
C 0.5713 -4.7787 2.4140
C 1.8673 -5.2997 2.3779
C 2.7866 -4.6317 1.5752
C 2.4793 -3.4802 0.8688
C 3.5622 -2.8684 0.0049
C 3.1563 -2.8227 -1.4732
C 3.9973 -1.4917 0.5217
C 1.1685 -2.8584 0.9582
N 0.8916 -1.7137 0.3490
H -2.9771 -2.9681 2.9802
H -1.4851 -3.3017 3.8698
H -2.3092 -4.6048 2.9970
H -1.2409 -2.1087 1.6211
H -1.9001 -4.8396 0.4632
H -1.4179 -3.3795 -0.4259
H -2.9793 -3.4238 0.4105
H -0.1832 -5.3037 2.9959
H 2.1368 -6.1931 2.9284
H 3.7989 -5.0264 1.4908
H 4.4286 -3.5398 0.0706
H 2.2218 -2.2667 -1.5665
H 2.9880 -3.8354 -1.8497
H 3.9368 -2.3553 -2.0855
H 3.1264 -0.8427 0.6210
H 4.7269 -1.0197 -0.1505
H 4.4607 -1.5862 1.5068
```

Kohn-Sham gap: 0.1312 Ha
lowest unoccupied orbital energy: 3.3 eV
maximum force: 0.55 eV/A
E_HOMO: -0.25 eV
net charge: -2

---

A 10-piece molecular cluster, C30H30F10O30 overall, computed with ωB97M-V with the def2-TZVPD basis set.

The geometry in XYZ format:
```
100
Properties=species:S:1:pos:R:3
C 10.0243 10.8871 9.6931
C 10.1507 12.3187 9.2310
O 11.4479 12.3975 8.7029
C 12.1115 11.2696 8.9600
O 13.3106 11.0264 8.7971
O 11.2913 10.3081 9.3454
F 10.0652 13.2131 10.2203
H 9.2212 10.2966 9.3267
H 9.8355 10.8021 10.7753
H 9.4483 12.6258 8.4820
C 17.8200 18.3298 10.2234
C 18.8726 17.3018 10.7607
O 18.1388 16.4419 11.5757
C 16.8616 16.9573 11.8131
O 16.0757 16.5269 12.5799
O 16.6648 17.9855 10.9914
F 19.7691 18.0322 11.4936
H 17.5602 18.1187 9.1834
H 18.2500 19.3293 10.3657
H 19.4134 16.7306 10.0327
C 13.9699 17.4995 9.2228
C 13.3457 16.1849 9.6580
O 13.2003 15.4901 8.4413
C 13.0074 16.4410 7.4595
O 12.5726 16.2539 6.4101
O 13.4323 17.6820 7.8653
F 12.1507 16.4045 10.1633
H 15.0347 17.4955 9.1545
H 13.7030 18.3092 9.8745
H 13.9880 15.6456 10.3826
C 11.1524 11.3069 14.1130
C 10.3646 10.8160 15.2995
O 9.3850 9.9827 14.7456
C 9.2669 10.2903 13.3966
O 8.4352 9.8133 12.7318
O 10.2751 11.0854 13.0242
F 9.7972 11.8289 15.9360
H 11.9615 10.5968 13.9527
H 11.3239 12.3787 14.1081
H 10.9366 10.2290 15.9997
C 16.3162 11.3073 7.3433
C 15.6643 10.0498 6.8016
O 16.4917 9.0628 7.3171
C 17.6803 9.5391 7.7274
O 18.5444 8.8221 8.0578
O 17.7198 10.8613 7.4061
F 15.7082 10.0399 5.4968
H 15.9642 11.4986 8.3622
H 16.1310 12.2860 6.9000
H 14.6002 9.9728 7.0569
C 14.5197 11.4698 11.5789
C 15.3682 12.7775 11.2831
O 14.4633 13.7507 11.6084
C 13.2591 13.2338 12.0371
O 12.5073 13.9360 12.6274
O 13.1412 11.9081 11.7327
F 15.7190 12.6968 10.0104
H 14.8595 10.9396 12.4631
H 14.6257 10.8416 10.7370
H 16.3397 12.9158 11.7758
C 20.9889 12.1028 11.7102
C 19.8829 11.3978 12.5289
O 20.2387 10.0377 12.3099
C 21.2645 9.8676 11.4064
O 21.7035 8.8342 11.1466
O 21.7034 11.0776 11.0444
F 18.6301 11.6479 11.9324
H 21.6347 12.6414 12.3786
H 20.5482 12.8268 11.0077
H 19.7721 11.6877 13.5705
C 15.0330 13.9628 14.7958
C 14.0602 13.6676 15.8624
O 13.9846 12.3060 15.9442
C 14.7588 11.7693 14.9635
O 14.7984 10.5535 14.8365
O 15.3487 12.6969 14.2919
F 12.8425 14.2684 15.7065
H 16.0046 14.3389 15.1414
H 14.6601 14.6986 14.1007
H 14.3321 14.1365 16.8430
C 9.7221 15.3561 12.6707
C 8.3786 14.6306 13.0023
O 7.5649 15.6612 13.3286
C 8.2047 16.8512 13.5231
O 7.7016 17.8301 13.9324
O 9.4695 16.7020 13.1759
F 8.6456 13.8913 14.1174
H 10.0489 15.3183 11.6222
H 10.5202 14.9660 13.3085
H 7.9949 14.0141 12.2547
C 18.4928 7.8374 12.5446
C 17.6440 8.7423 13.4133
O 17.1383 9.7204 12.5277
C 17.2372 9.2196 11.2554
O 16.6121 9.6524 10.3136
O 18.0956 8.1969 11.1993
F 18.4256 9.3688 14.2976
H 18.3399 6.7527 12.6888
H 19.5565 7.9717 12.6874
H 16.9027 8.1142 13.8954
```

Kohn-Sham gap: 0.3824 Ha
lowest unoccupied orbital energy: -0.3 eV
SMILES string: O=C1OC[C@@H](F)O1.O=C1OC[C@@H](F)O1.O=C1OC[C@@H](F)O1.O=C1OC[C@@H](F)O1.O=C1OC[C@@H](F)O1.O=C1OC[C@@H](F)O1.O=C1OC[C@@H](F)O1.O=C1OC[C@@H](F)O1.O=C1OC[C@@H](F)O1.O=C1OC[C@@H](F)O1
maximum force: 4.67 eV/A
E_HOMO: -10.69 eV
net charge: 0

---

One molecule with the formula F6HNP2, computed with ωB97M-V with the def2-TZVPD basis set.

The geometry in XYZ format:
```
10
Properties=species:S:1:pos:R:3
F 0.2767 -2.5757 -0.5570
F -1.0361 -2.3982 1.9085
F 0.8592 -0.0989 -1.6892
F 1.1782 2.4177 -0.5257
F -0.7681 1.9232 -1.1479
F 1.4830 0.7077 0.6806
N -0.8348 0.0985 0.2226
P -0.5514 -1.6841 0.5493
P 0.4392 0.9890 -0.5165
H -1.0459 0.6210 1.0754
```

Kohn-Sham gap: 0.2569 Ha
lowest unoccupied orbital energy: -1.6 eV
SMILES string: FP(F)NP(F)(F)(F)F
maximum force: 4.02 eV/A
E_HOMO: -8.63 eV
net charge: 0